# C3H3NO2

A structure of composition C3H3NO2 at a distorted geometry (ωB97M-V with the def2-TZVPD basis set, OMol25).

Results
molecular weight: 85.1 g mol⁻¹
Kohn-Sham gap: 0.3586 Eh
LUMO: 0.19 eV
max |F|: 3.523 eV Å⁻¹
highest occupied orbital energy: -9.5662 eV
net charge: 0
spin multiplicity: 1
ΔE to the lowest compared entry with this formula, charge and spin: 306.4 kJ/mol
electronic energy: -8741.95527 eV

XYZ file:
```
9
Properties=species:S:1:pos:R:3:forces:R:3
O 2.116 -1.039 0.507 0.29 0.94 -0.15
C 1.111 -0.425 0.244 -0.39 -1.09 0.18
N 0.824 0.847 -0.065 -1.95 -1.26 -0.05
C -1.037 0.695 -0.305 3.45 0.55 0.41
C -1.225 -0.602 -0.028 1.27 0.75 0.00
O -0.062 -1.208 0.260 -0.06 -0.94 0.27
H 1.720 1.423 -0.060 -2.37 -0.18 -0.33
H -1.396 1.657 -0.606 -0.51 -0.22 0.03
H -2.050 -1.346 0.052 0.27 1.44 -0.36
```
Positions in Å, forces in eV/Å.